# C81H171N9O9

9 unconnected molecules or ions with the total composition C81H171N9O9 at a distorted geometry (the ωB97M-V functional and the def2-TZVPD basis, OMol25).

Energy relative to the best compared isomer or geometry (same formula, charge and spin), kJ/mol: 880.40
SMILES: CC1(C)CCCC(C)(C)N1O.CC1(C)CCCC(C)(C)N1O.CC1(C)CCCC(C)(C)N1O.CC1(C)CCCC(C)(C)N1O.CC1(C)CCCC(C)(C)N1O.CC1(C)CCCC(C)(C)N1O.CC1(C)CCCC(C)(C)N1O.CC1(C)CCCC(C)(C)N1O.CC1(C)CCCC(C)(C)N1O
Kohn-Sham gap, eV: 7.99
Lowest unoccupied orbital energy, eV: 0.358

Geometry (Å):
C1 1.324 -7.911 -3.908
C2 -0.134 -7.737 -4.337
C3 -0.693 -8.725 -5.374
C4 -1.092 -8.012 -3.121
C5 -1.247 -6.885 -2.068
C6 -1.567 -5.536 -2.785
C7 -0.511 -5.136 -3.949
C8 -0.952 -3.858 -4.798
C9 0.766 -4.679 -3.082
N1 -0.296 -6.320 -4.822
O1 0.276 -6.056 -5.983
H1 1.547 -7.266 -3.058
H2 1.587 -8.921 -3.594
H3 2.071 -7.556 -4.618
H4 -0.210 -8.758 -6.351
H5 -0.794 -9.747 -5.008
H6 -1.715 -8.386 -5.543
H7 -2.110 -8.165 -3.481
H8 -0.707 -8.879 -2.585
H9 -2.072 -7.031 -1.372
H10 -0.306 -6.844 -1.520
H11 -1.433 -4.886 -1.921
H12 -2.602 -5.513 -3.126
H13 -1.132 -2.974 -4.188
H14 -1.804 -4.051 -5.450
H15 -0.104 -3.641 -5.447
H16 0.716 -3.781 -2.467
H17 1.527 -4.276 -3.749
H18 1.228 -5.402 -2.409
H19 1.157 -5.826 -5.678
C10 -2.824 6.907 -4.112
C11 -3.028 6.694 -2.604
C12 -3.842 7.860 -1.999
C13 -3.828 5.390 -2.286
C14 -2.925 4.095 -2.551
C15 -1.639 4.032 -1.846
C16 -0.827 5.428 -2.026
C17 0.165 5.353 -0.940
C18 -0.039 5.452 -3.370
N2 -1.731 6.620 -1.837
O2 -0.999 7.775 -1.886
H20 -3.636 7.472 -4.571
H21 -1.863 7.340 -4.392
H22 -2.884 5.952 -4.633
H23 -3.629 8.851 -2.399
H24 -4.868 7.830 -2.366
H25 -3.874 7.937 -0.912
H26 -4.178 5.342 -1.255
H27 -4.784 5.376 -2.811
H28 -3.539 3.221 -2.335
H29 -2.793 4.054 -3.632
H30 -0.995 3.159 -1.955
H31 -1.947 4.044 -0.801
H32 -0.384 5.339 0.002
H33 0.937 6.101 -0.758
H34 0.763 4.442 -0.976
H35 0.988 5.110 -3.241
H36 0.129 6.481 -3.687
H37 -0.427 5.044 -4.303
H38 -0.914 8.034 -0.966
C19 7.089 5.220 -2.372
C20 6.599 6.344 -1.380
C21 7.764 7.397 -1.348
C22 5.394 7.040 -2.087
C23 4.095 6.240 -1.934
C24 3.781 5.984 -0.464
C25 4.957 5.315 0.345
C26 4.695 5.608 1.831
C27 4.831 3.753 0.050
N3 6.258 5.943 -0.025
O3 7.384 5.507 0.640
H39 7.870 4.503 -2.117
H40 6.291 4.494 -2.534
H41 7.465 5.695 -3.278
H42 8.648 6.787 -1.159
H43 7.815 8.010 -2.247
H44 7.505 8.075 -0.535
H45 5.303 8.103 -1.863
H46 5.526 7.156 -3.163
H47 3.303 6.651 -2.559
H48 4.129 5.206 -2.279
H49 2.927 5.313 -0.372
H50 3.393 6.899 -0.015
H51 4.813 6.630 2.192
H52 5.411 5.027 2.413
H53 3.758 5.198 2.206
H54 3.914 3.208 0.276
H55 5.554 3.213 0.660
H56 5.007 3.469 -0.988
H57 7.490 6.096 1.390
C28 -4.352 0.422 4.321
C29 -5.737 0.840 4.901
C30 -5.769 2.342 5.392
C31 -6.719 0.581 3.749
C32 -8.208 0.678 4.157
C33 -8.449 -0.364 5.403
C34 -7.413 -0.310 6.522
C35 -7.826 0.784 7.551
C36 -7.545 -1.656 7.215
N4 -6.062 -0.046 5.997
O4 -5.053 -0.111 6.882
H58 -3.560 0.815 4.958
H59 -4.254 -0.654 4.177
H60 -4.276 1.043 3.428
H61 -5.521 3.050 4.602
H62 -6.769 2.474 5.807
H63 -5.051 2.635 6.158
H64 -6.629 1.190 2.849
H65 -6.510 -0.398 3.317
H66 -8.385 1.689 4.524
H67 -8.886 0.625 3.306
H68 -8.547 -1.354 4.959
H69 -9.404 -0.101 5.857
H70 -6.949 1.112 8.110
H71 -8.502 0.312 8.264
H72 -8.287 1.693 7.163
H73 -6.868 -1.717 8.067
H74 -7.275 -2.494 6.571
H75 -8.572 -1.808 7.548
H76 -4.755 -0.981 6.607
C37 4.569 -4.669 6.758
C38 3.759 -5.479 5.679
C39 3.750 -6.918 6.261
C40 2.262 -4.911 5.643
C41 2.120 -3.687 4.719
C42 2.628 -4.088 3.309
C43 4.144 -4.511 3.321
C44 4.357 -5.183 1.909
C45 5.006 -3.235 3.489
N5 4.429 -5.499 4.355
O5 5.733 -5.982 4.428
H77 4.757 -3.640 6.449
H78 4.094 -4.579 7.734
H79 5.509 -5.175 6.979
H80 3.411 -6.804 7.290
H81 3.031 -7.491 5.675
H82 4.687 -7.473 6.220
H83 1.467 -5.651 5.550
H84 2.140 -4.544 6.662
H85 1.075 -3.383 4.653
H86 2.590 -2.812 5.169
H87 2.598 -3.327 2.530
H88 2.004 -4.874 2.883
H89 5.378 -5.492 1.686
H90 4.225 -4.526 1.049
H91 3.678 -6.020 1.746
H92 6.032 -3.434 3.797
H93 4.602 -2.622 4.295
H94 5.001 -2.685 2.548
H95 6.253 -5.260 4.787
C46 -1.890 -2.126 5.722
C47 -1.757 -2.737 7.173
C48 -1.532 -4.279 6.952
C49 -0.541 -1.968 7.759
C50 -0.370 -2.185 9.271
C51 -1.687 -1.885 10.023
C52 -2.937 -2.623 9.474
C53 -3.017 -4.039 10.038
C54 -4.212 -1.836 9.977
N6 -2.926 -2.467 8.032
O6 -4.125 -3.010 7.431
H96 -2.354 -1.144 5.632
H97 -0.996 -2.208 5.103
H98 -2.571 -2.740 5.133
H99 -2.408 -4.910 7.107
H100 -1.021 -4.604 6.046
H101 -0.906 -4.482 7.821
H102 0.400 -2.188 7.255
H103 -0.559 -0.909 7.500
H104 -0.046 -3.222 9.368
H105 0.486 -1.680 9.719
H106 -1.827 -0.806 10.088
H107 -1.385 -2.150 11.036
H108 -3.063 -4.219 11.112
H109 -2.255 -4.665 9.574
H110 -3.948 -4.383 9.586
H111 -4.071 -0.785 9.724
H112 -4.410 -1.936 11.044
H113 -5.149 -2.165 9.527
H114 -3.843 -3.923 7.335
C55 -1.418 -2.006 -0.340
C56 -0.776 -0.615 -0.732
C57 -0.812 -0.485 -2.271
C58 -1.764 0.523 -0.262
C59 -1.766 0.806 1.267
C60 -0.305 1.107 1.673
C61 0.662 -0.007 1.363
C62 2.028 0.629 1.702
C63 0.495 -1.146 2.429
N7 0.553 -0.427 -0.093
O7 1.493 -1.420 -0.470
H115 -2.080 -1.947 0.524
H116 -2.072 -2.282 -1.167
H117 -0.605 -2.717 -0.196
H118 -0.190 -1.238 -2.755
H119 -1.785 -0.363 -2.745
H120 -0.315 0.430 -2.593
H121 -1.521 1.420 -0.833
H122 -2.760 0.210 -0.575
H123 -2.376 1.701 1.393
H124 -2.227 0.000 1.838
H125 -0.327 1.247 2.754
H126 -0.052 2.070 1.232
H127 2.145 0.999 2.720
H128 2.189 1.375 0.924
H129 2.868 -0.045 1.534
H130 0.944 -0.906 3.393
H131 0.964 -2.092 2.157
H132 -0.543 -1.450 2.560
H133 1.954 -0.962 -1.177
C64 -2.003 3.802 -7.471
C65 -2.022 2.263 -7.288
C66 -0.548 1.774 -7.497
C67 -2.362 1.928 -5.771
C68 -2.734 0.479 -5.400
C69 -3.812 0.127 -6.425
C70 -3.560 0.264 -7.986
C71 -2.556 -0.784 -8.423
C72 -4.926 0.016 -8.654
N8 -3.070 1.610 -8.149
O8 -2.836 1.893 -9.475
H134 -1.308 4.413 -6.894
H135 -1.730 4.079 -8.489
H136 -3.004 4.128 -7.190
H137 -0.341 1.324 -8.469
H138 0.079 2.657 -7.374
H139 -0.284 1.011 -6.764
H140 -1.483 2.159 -5.170
H141 -3.095 2.651 -5.413
H142 -1.875 -0.151 -5.630
H143 -3.017 0.359 -4.355
H144 -4.673 0.744 -6.169
H145 -3.960 -0.921 -6.163
H146 -2.472 -0.718 -9.507
H147 -2.742 -1.822 -8.146
H148 -1.585 -0.756 -7.929
H149 -5.527 0.894 -8.418
H150 -5.517 -0.838 -8.324
H151 -4.773 -0.186 -9.714
H152 -3.549 2.499 -9.691
C73 6.384 -0.421 -5.460
C74 5.947 0.932 -4.814
C75 7.266 1.471 -4.107
C76 5.691 2.043 -5.879
C77 4.198 1.996 -6.424
C78 3.189 2.008 -5.255
C79 3.450 0.896 -4.193
C80 2.535 1.344 -3.033
C81 2.945 -0.390 -4.827
N9 4.892 0.919 -3.776
O9 5.153 0.191 -2.706
H153 5.637 -0.759 -6.177
H154 7.421 -0.376 -5.791
H155 6.470 -1.284 -4.799
H156 7.581 0.843 -3.274
H157 8.141 1.489 -4.757
H158 7.185 2.499 -3.753
H159 5.867 3.058 -5.521
H160 6.419 1.863 -6.670
H161 4.004 2.898 -7.005
H162 3.937 1.166 -7.079
H163 2.146 1.993 -5.572
H164 3.273 3.004 -4.821
H165 1.544 1.637 -3.380
H166 2.846 2.234 -2.486
H167 2.507 0.665 -2.181
H168 3.583 -0.671 -5.664
H169 1.877 -0.401 -5.043
H170 3.012 -1.108 -4.009
H171 5.082 0.822 -1.986